(1)
Computed, not measured: an isolated ion of composition C4H11N2O and charge +1 in a non-equilibrium geometry, with ωB97M-V/def2-TZVPD.

The calculation puts the largest force on an atom at 0.060 hartree/bohr. For the total energy, the calculation gives -343.49239 hartree. As for the charge: +1. For the relative energy (zero: lowest compared OMol25 entry of this formula, charge and spin), the calculation gives 45.0 kcal per mole. As for the HOMO energy: -13.63 eV. Its SMILES is N[C@@H](C=O)CC[NH3+].

Cartesian coordinates (Å):
1 O 1.52 -1.42 2.22
2 C 1.70 -1.16 1.05
3 C 1.01 -0.15 0.24
4 C -0.08 -0.85 -0.58
5 C -1.08 0.01 -1.36
6 N -1.60 1.10 -0.42
7 N 0.62 0.93 1.15
8 H 2.34 -1.87 0.49
9 H 1.64 0.33 -0.54
10 H 0.50 -1.58 -1.18
11 H -0.70 -1.45 0.10
12 H -0.70 0.40 -2.30
13 H -1.94 -0.62 -1.54
14 H -0.71 1.35 0.07
15 H -1.89 1.99 -0.85
16 H -2.37 0.73 0.14
17 H 0.42 0.60 2.10
18 H 1.31 1.66 1.20



(2)
Computed, not measured: a 3-piece molecular cluster, C4H11N2O2 overall in a non-equilibrium geometry, with ωB97M-V/def2-TZVPD.

As for the expectation value of S²: 0.76. The calculation puts the largest force on an atom at 0.073 hartree/bohr. For the total energy, the calculation gives -418.88705 hartree. For the relative energy (zero: lowest compared OMol25 entry of this formula, charge and spin), the calculation gives 43.5 kcal per mole. As for the HOMO energy (spin up / spin down): -3.53 / -7.17 eV. As for the spin multiplicity: 2.

Cartesian coordinates (Å):
1 C -0.02 2.33 -0.42
2 C -0.36 1.09 0.30
3 C -1.59 0.84 0.82
4 N -1.53 -0.32 1.52
5 C -0.20 -0.85 1.43
6 N 0.52 0.01 0.67
7 H 1.06 2.50 -0.70
8 H -0.31 3.17 0.20
9 H -0.63 2.52 -1.28
10 H -2.51 1.43 0.86
11 H -2.38 -0.73 1.89
12 H 0.33 -1.75 1.97
13 H 1.29 -0.36 -0.01
14 H 3.33 -1.12 -1.60
15 H 3.67 -1.32 -0.13
16 O 2.96 -0.99 -0.71
17 H -1.96 -2.01 -1.87
18 H -0.50 -2.52 -1.68
19 O -1.17 -1.94 -1.28



(3)
Computed, not measured: an isolated ion of composition C4H11N2O2 and charge +1 in a non-equilibrium geometry, with ωB97M-V/def2-TZVPD.

The calculation puts the largest force on an atom at 0.112 hartree/bohr. For the total energy, the calculation gives -418.50474 hartree. As for the charge: +1. For the relative energy (zero: lowest compared OMol25 entry of this formula, charge and spin), the calculation gives 185.2 kcal per mole. As for the HOMO energy: -13.35 eV.

Cartesian coordinates (Å):
1 N -0.20 -1.10 -1.98
2 C 1.26 -0.83 -1.72
3 C 1.62 -0.58 -0.22
4 N 1.15 0.78 0.24
5 C 0.32 0.81 1.58
6 C -1.14 0.51 1.21
7 O -1.18 -0.77 0.89
8 O -1.62 1.38 0.25
9 H -0.65 -1.10 -1.03
10 H -2.48 0.99 -0.09
11 H -0.49 -1.93 -2.47
12 H 1.87 -1.80 -2.18
13 H 1.64 0.01 -2.42
14 H 1.02 -1.36 0.27
15 H 2.70 -0.78 -0.14
16 H 0.49 1.21 -0.58
17 H 0.42 1.90 1.99
18 H 0.61 0.04 2.30
19 H -1.65 0.60 2.29



(4)
Computed, not measured: an isolated ion of composition C4H11N2O2 and charge +1 in a non-equilibrium geometry, with ωB97M-V/def2-TZVPD.

The calculation puts the largest force on an atom at 0.092 hartree/bohr. For the total energy, the calculation gives -418.55782 hartree. As for the charge: +1. For the relative energy (zero: lowest compared OMol25 entry of this formula, charge and spin), the calculation gives 151.9 kcal per mole. As for the HOMO energy: -13.99 eV.

Cartesian coordinates (Å):
1 N -0.28 0.08 -2.16
2 C 0.50 0.31 -0.99
3 C -0.36 1.20 -0.05
4 C -0.82 0.74 1.31
5 O -1.70 1.73 1.73
6 C 0.74 -1.18 -0.29
7 N 1.44 -1.26 0.96
8 O -0.35 -1.83 -0.37
9 H -0.85 -0.75 -2.02
10 H 0.13 0.18 -3.08
11 H 1.46 -1.58 -1.08
12 H 1.46 0.69 -1.30
13 H -1.33 1.28 -0.56
14 H -0.02 2.24 -0.11
15 H -0.04 0.39 2.00
16 H -1.34 -0.23 1.14
17 H -1.98 1.70 2.66
18 H 2.37 -1.65 0.81
19 H 0.97 -2.06 1.41



(5)
Computed, not measured: an isolated ion of composition C4H11N2O2 and charge +2 in a non-equilibrium geometry, with ωB97M-V/def2-TZVPD.

As for the expectation value of S²: 0.75. The calculation puts the largest force on an atom at 0.144 hartree/bohr. For the total energy, the calculation gives -417.99577 hartree. As for the charge: +2. For the relative energy (zero: lowest compared OMol25 entry of this formula, charge and spin), the calculation gives 196.1 kcal per mole. As for the HOMO energy (spin up / spin down): -19.71 / -19.71 eV. As for the spin multiplicity: 2.

Cartesian coordinates (Å):
1 O -0.98 0.41 -1.63
2 C -1.27 -0.15 -0.45
3 O -2.43 -1.20 -0.55
4 C -0.05 -0.96 0.05
5 C 0.72 0.14 0.86
6 C 1.66 1.12 0.10
7 N 0.90 2.14 -0.66
8 N -0.48 -1.98 1.03
9 H -1.73 0.40 0.42
10 H 0.48 -1.35 -0.85
11 H 1.27 -0.36 1.81
12 H -0.07 0.79 1.33
13 H 2.37 0.53 -0.60
14 H 2.28 1.82 0.78
15 H 1.59 2.88 -1.02
16 H 0.43 1.63 -1.54
17 H -0.05 -2.89 1.04
18 H -1.49 -2.12 0.97
19 H -3.15 -0.85 -1.10



(6)
Computed, not measured: a 2-piece molecular cluster, C4H11N2O2P overall in a non-equilibrium geometry, with ωB97M-V/def2-TZVPD.

As for the expectation value of S²: 2.01. The calculation puts the largest force on an atom at 0.027 hartree/bohr. For the total energy, the calculation gives -760.24200 hartree. For the relative energy (zero: lowest compared OMol25 entry of this formula, charge and spin), the calculation gives 2.1 kcal per mole. As for the HOMO energy (spin up / spin down): -7.97 / -10.07 eV. As for the spin multiplicity: 3.

Cartesian coordinates (Å):
1 C -2.41 -0.29 1.17
2 C 2.06 1.35 -0.27
3 C -1.04 -0.89 -1.82
4 C 2.42 0.24 0.71
5 N -2.66 -1.45 0.77
6 N 1.59 -0.88 0.53
7 O -1.64 2.21 0.38
8 O -1.43 0.39 -1.35
9 P -1.28 0.81 0.19
10 H -2.72 0.19 2.10
11 H 1.04 1.69 -0.05
12 H 2.75 2.18 -0.18
13 H 2.08 0.98 -1.29
14 H -0.08 -1.17 -1.39
15 H -0.98 -0.82 -2.90
16 H -1.79 -1.62 -1.53
17 H 3.45 -0.09 0.48
18 H 2.44 0.63 1.74
19 H -3.27 -2.03 1.35
20 H 1.48 -1.42 1.38



Please write out number 1 again, unchanged.
Computed, not measured: an isolated ion of composition C4H11N2O and charge +1 in a non-equilibrium geometry, with ωB97M-V/def2-TZVPD.

The calculation puts the largest force on an atom at 0.060 hartree/bohr. For the total energy, the calculation gives -343.49239 hartree. As for the charge: +1. For the relative energy (zero: lowest compared OMol25 entry of this formula, charge and spin), the calculation gives 45.0 kcal per mole. As for the HOMO energy: -13.63 eV. Its SMILES is N[C@@H](C=O)CC[NH3+].

Cartesian coordinates (Å):
1 O 1.52 -1.42 2.22
2 C 1.70 -1.16 1.05
3 C 1.01 -0.15 0.24
4 C -0.08 -0.85 -0.58
5 C -1.08 0.01 -1.36
6 N -1.60 1.10 -0.42
7 N 0.62 0.93 1.15
8 H 2.34 -1.87 0.49
9 H 1.64 0.33 -0.54
10 H 0.50 -1.58 -1.18
11 H -0.70 -1.45 0.10
12 H -0.70 0.40 -2.30
13 H -1.94 -0.62 -1.54
14 H -0.71 1.35 0.07
15 H -1.89 1.99 -0.85
16 H -2.37 0.73 0.14
17 H 0.42 0.60 2.10
18 H 1.31 1.66 1.20